The following is a DFT calculation (the ωB97M-V functional and the def2-TZVPD basis) of a 2-piece molecular cluster, C9H14 overall at a distorted geometry.

As for the relative energy (zero: lowest compared OMol25 entry of this formula, charge and spin): 4.2 kcal/mol. The value obtained for the total energy is -9560.0002 eV. As for the structure (SMILES): Cc1ccccc1.CC.

Last column: Mulliken charge in e.
CARTESIAN COORDINATES (ANGSTROEM)
C: -0.209619 2.055620 -1.024672  -1.520
C: -2.307484 -0.947326 -0.024184  -0.512
C: -2.505434 -0.713650 1.319645  -0.383
C: -1.531749 -0.064262 -0.773165  -0.234
C: -0.994262 1.071607 -0.199781  0.849
C: -1.918627 0.404377 1.922101  -0.499
C: -1.114600 1.252608 1.185356  -0.530
H: -2.799415 -1.771060 -0.525736  0.362
H: -3.055884 -1.330934 2.023705  0.361
H: -1.315798 -0.318665 -1.804076  0.362
H: -2.072495 0.547921 2.981111  0.369
H: 0.456357 2.677802 -0.433483  0.377
H: -0.884363 2.744091 -1.542568  0.360
H: -0.711287 2.162872 1.614963  0.345
H: 0.412288 1.559763 -1.777809  0.294
C: 2.867706 -0.757440 -0.945612  -0.640
C: 2.293950 -1.580011 0.204310  -0.756
H: 2.841975 -1.306259 -1.885513  0.274
H: 2.302925 0.170337 -1.071968  0.063
H: 3.898399 -0.462355 -0.729790  0.301
H: 1.233564 -1.799207 0.033692  0.180
H: 2.366254 -1.031844 1.142195  0.253
H: 2.747592 -2.563991 0.311279  0.325

Forces on atoms 1 to 2 (eV/Å):
C 0.031 0.093 -0.333
C -0.208 -0.009 -0.194

***

The following is a DFT calculation (the ωB97M-V functional and the def2-TZVPD basis) of a 2-piece molecular cluster, C9H14 overall at a distorted geometry.

As for the relative energy (zero: lowest compared OMol25 entry of this formula, charge and spin): 20.4 kcal/mol. The value obtained for the total energy is -9559.2956 eV. As for the structure (SMILES): Cc1ccccc1.CC.

Last column: Mulliken charge in e.
CARTESIAN COORDINATES (ANGSTROEM)
C: -1.626769 1.722339 -1.052430  -0.572
C: -1.200246 1.735014 -2.535910  -0.941
H: -2.070694 0.745823 -0.867475  0.199
H: -0.739803 1.862487 -0.446940  0.025
H: -2.427514 2.422346 -0.880025  0.400
H: -0.165112 1.996550 -2.750703  0.282
H: -1.978968 2.133418 -3.184533  0.324
H: -1.155378 0.725622 -2.900896  0.285
C: -0.072702 -2.910661 0.619319  -1.456
C: 0.947241 0.282561 2.325666  -0.527
C: 1.374436 1.057649 1.262981  -0.353
C: 0.328126 -0.938183 2.084996  -0.397
C: 0.424895 -1.507164 0.810687  0.685
C: 1.541640 0.528776 -0.015842  -0.621
C: 1.047142 -0.763016 -0.175285  -0.199
H: 1.007957 0.603544 3.356826  0.379
H: 1.920247 1.956554 1.523979  0.346
H: -0.049089 -1.498424 2.932230  0.362
H: 1.999297 1.057827 -0.833275  0.453
H: 0.581201 -3.498594 1.236204  0.373
H: 0.227522 -3.366598 -0.325023  0.360
H: 1.182528 -1.269858 -1.116490  0.275
H: -1.095953 -3.078005 0.931936  0.319

Forces on atoms 1 to 2 (eV/Å):
C 0.216 -0.540 -1.178
C -0.289 -1.018 -0.088

***

The following is a DFT calculation (the ωB97M-V functional and the def2-TZVPD basis) of a 2-piece molecular cluster, C9H14 overall at a distorted geometry.

As for the relative energy (zero: lowest compared OMol25 entry of this formula, charge and spin): 55.6 kcal/mol. The value obtained for the total energy is -9557.7686 eV. As for the structure (SMILES): Cc1ccccc1.CC.

Last column: Mulliken charge in e.
CARTESIAN COORDINATES (ANGSTROEM)
C: 0.411621 -2.056103 -1.978435  -0.793
C: 0.362608 -3.125738 -0.911846  -0.783
H: -0.503756 -1.380061 -1.863466  0.211
H: 1.272082 -1.502008 -1.972019  0.322
H: 0.087396 -2.574080 -2.902353  0.325
H: -0.121958 -2.864258 0.069314  0.224
H: 1.235024 -3.611471 -0.710558  0.291
H: -0.459889 -3.932200 -1.151926  0.284
C: 0.430000 2.668510 -0.875315  -1.380
C: 0.706484 0.551716 0.325441  -0.749
C: 0.141995 1.820425 0.261461  1.251
C: 0.082949 -0.375571 1.219219  -0.045
C: -0.688457 2.363794 1.239855  -0.550
C: -0.692896 0.172326 2.246818  -0.624
C: -1.038954 1.525753 2.237445  -0.159
H: 1.248160 0.088733 -0.409650  0.395
H: 0.055065 -1.446462 1.135079  0.243
H: -0.388178 2.384345 -1.614996  0.234
H: 1.344252 2.486326 -1.335930  0.408
H: -0.888823 3.533022 1.229942  0.127
H: -1.146089 -0.439429 3.065561  0.313
H: -1.692584 1.980458 3.217525  0.129
H: 0.243957 3.731973 -0.521162  0.325

Forces on atoms 1 to 2 (eV/Å):
C -4.901 -1.164 -0.073
C -5.141 -0.757 0.873